DFT (ωB97M-V/def2-TZVPD) results for a structure of composition C22H36N4O3RbTe2.

Each line ends with the Löwdin charge.
CARTESIAN COORDINATES (ANGSTROEM)
Rb (0.8069, -0.4772, -0.7166)  0.674
O (0.0303, -4.1355, 6.0962)  -0.049
C (0.7363, -2.9159, 6.0438)  -0.206
C (0.5913, -2.3065, 4.6778)  -0.169
C (1.2351, -1.1176, 4.3572)  -0.007
C (1.0827, -0.6101, 3.0801)  -0.130
N (0.3440, -1.1859, 2.1351)  0.037
C (-0.2966, -2.3165, 2.4470)  -0.208
C (-0.1860, -2.9092, 3.7012)  0.054
C (-1.1555, -2.9239, 1.3941)  -0.209
C (-2.2813, -3.6661, 1.7388)  0.051
C (-3.0816, -4.2030, 0.7405)  -0.170
C (-4.3427, -4.9609, 1.0827)  -0.205
O (-4.3666, -5.4625, 2.4005)  -0.046
C (-2.7107, -3.9845, -0.5806)  -0.005
C (-1.5755, -3.2344, -0.8293)  -0.134
N (-0.8121, -2.7044, 0.1218)  0.014
H (0.1577, -4.5384, 6.9589)  0.099
H (1.8034, -3.0639, 6.2457)  0.134
H (0.3552, -2.2026, 6.7842)  0.135
H (1.8460, -0.5986, 5.0851)  0.122
H (1.5782, 0.3146, 2.8006)  0.111
H (-0.6796, -3.8426, 3.9264)  0.119
H (-2.5641, -3.8129, 2.7716)  0.124
H (-4.5067, -5.7521, 0.3447)  0.129
H (-5.1835, -4.2678, 1.0108)  0.138
H (-3.7805, -6.2235, 2.4644)  0.101
H (-3.2935, -4.3898, -1.3982)  0.121
H (-1.2536, -3.0517, -1.8508)  0.108
C (0.7359, -0.0981, -5.7884)  -0.448
Te (0.2706, 0.9092, -3.9459)  1.139
C (-1.7366, 0.1590, -3.9003)  -0.423
H (0.1472, 0.3037, -6.6091)  0.001
H (0.5463, -1.1639, -5.6873)  0.000
H (1.7915, 0.0601, -6.0002)  -0.007
H (-1.7293, -0.9261, -3.9715)  -0.001
H (-2.3038, 0.5751, -4.7282)  0.007
H (-2.1911, 0.4672, -2.9603)  -0.018
C (-2.7584, 2.7872, -0.8294)  -0.022
N (-1.6106, 3.6725, -0.8148)  -0.075
C (-1.9118, 5.0957, -0.7556)  -0.151
C (-0.7179, 5.8820, -0.2503)  -0.145
C (0.5006, 5.4801, -1.0591)  -0.146
N (0.6887, 4.0393, -0.9792)  -0.076
C (2.0178, 3.5044, -1.2146)  -0.033
C (-0.3590, 3.1702, -0.9803)  -0.491
O (-0.1607, 1.9493, -1.1323)  -0.286
H (-3.3346, 2.9097, 0.0898)  0.097
H (-2.4200, 1.7593, -0.8950)  0.071
H (-3.4072, 3.0056, -1.6815)  0.101
H (-2.7628, 5.2309, -0.0869)  0.126
H (-2.2080, 5.4547, -1.7477)  0.133
H (-0.5480, 5.6642, 0.8058)  0.125
H (-0.9015, 6.9508, -0.3518)  0.123
H (1.3953, 5.9644, -0.6708)  0.123
H (0.3769, 5.7965, -2.1017)  0.135
H (2.7523, 4.2438, -0.9031)  0.095
H (2.1844, 3.2645, -2.2686)  0.078
H (2.1606, 2.5989, -0.6280)  0.080
C (5.6998, -0.7535, -0.0732)  -0.452
Te (4.3352, -0.8375, -1.7247)  1.075
C (4.7526, 1.1677, -2.3664)  -0.450
H (5.4877, 0.1260, 0.5285)  0.000
H (6.7190, -0.7203, -0.4466)  0.003
H (5.5655, -1.6507, 0.5262)  -0.004
H (5.6996, 1.1950, -2.8967)  0.003
H (4.7890, 1.8294, -1.5043)  0.000
H (3.9481, 1.4771, -3.0306)  -0.019

E_HOMO in eV: -10.2
Frontier orbital gap in eV: 8.105
Net charge: +1
Molar mass in g mol⁻¹: 745.223
Spin multiplicity: 1
ΔE to the lowest compared entry with this formula, charge and spin in kJ/mol: 9.4
LUMO level in eV: -2.053

=====

DFT (ωB97M-V/def2-TZVPD) results for the molecule C4H10O2.

Each line ends with the Löwdin charge.
CARTESIAN COORDINATES (ANGSTROEM)
C (-1.9993, -0.1344, 0.3607)  -0.101
O (-0.6223, -0.1275, 0.6483)  -0.177
C (0.2294, -0.3966, -0.4603)  -0.406
C (0.3534, 0.8130, -1.3797)  -0.039
C (1.5530, -0.8018, 0.1760)  -0.230
O (1.4028, -1.9495, 0.9774)  -0.053
H (-2.2450, 0.4843, -0.5129)  0.079
H (-2.3758, -1.1527, 0.1820)  0.094
H (-2.5079, 0.2877, 1.2308)  0.092
H (-0.1594, -1.2621, -1.0221)  0.153
H (-0.6257, 1.1277, -1.7552)  0.069
H (0.9759, 0.5796, -2.2501)  0.086
H (0.7978, 1.6609, -0.8469)  0.089
H (2.2946, -1.0397, -0.5932)  0.129
H (1.9296, 0.0517, 0.7641)  0.130
H (0.6752, -1.7453, 1.5821)  0.086

E_HOMO in eV: -10.1
Structure (SMILES): CO[C@@H](C)CO
Frontier orbital gap in eV: 11.086
Molar mass in g mol⁻¹: 90.122
Spin multiplicity: 1
ΔE to the lowest compared entry with this formula, charge and spin in kJ/mol: 97.5
LUMO level in eV: 1.019

=====

DFT (ωB97M-V/def2-TZVPD) results for a cluster of 2 separate species, C2H5ClS in total.

Each line ends with the Löwdin charge.
CARTESIAN COORDINATES (ANGSTROEM)
C (-0.3334, -0.9278, -0.4537)  -0.278
C (-0.8557, 0.0428, 0.4724)  -0.725
S (1.7599, 1.2869, -0.0804)  0.354
Cl (-1.5467, 1.4568, -0.0991)  0.633
H (-1.1491, -1.5156, -1.0897)  0.132
H (0.4064, -0.3368, -1.0550)  -0.022
H (0.2176, -1.6952, 0.0499)  0.062
H (-1.1743, -0.2785, 1.4989)  0.082
H (2.6753, 1.9674, 0.7565)  -0.238

E_HOMO (spin up / spin down) in eV: -9.3 / -8.2
Frontier orbital gap (spin up / spin down) in eV: 8.901 / 6.199
Molar mass in g mol⁻¹: 96.582
Spin multiplicity: 1
ΔE to the lowest compared entry with this formula, charge and spin in kJ/mol: 277.9
LUMO level (spin up / spin down) in eV: -0.423 / -2.019

=====

DFT (ωB97M-V/def2-TZVPD) results for the molecule C3H3NOS2.

Each line ends with the Löwdin charge.
CARTESIAN COORDINATES (ANGSTROEM)
S (0.0679, 1.3824, 2.5177)  0.753
C (-0.3111, 0.5181, 0.9058)  -0.614
C (0.3442, 0.6324, -0.3173)  -0.154
C (0.0686, -0.4537, -0.9539)  -0.803
S (0.4922, -0.8025, -2.6380)  0.746
O (-0.6272, -1.3016, -0.2462)  -0.057
N (-1.0124, -0.6241, 1.0031)  0.098
H (0.6466, 2.4862, 1.9736)  -0.140
H (1.1477, 1.3137, -0.3552)  0.107
H (0.7375, -2.4786, -2.5515)  0.064

E_HOMO in eV: -9.4
Structure (SMILES): Sc1cc(S)on1
Frontier orbital gap in eV: 9.113
Molar mass in g mol⁻¹: 133.197
Spin multiplicity: 1
ΔE to the lowest compared entry with this formula, charge and spin in kJ/mol: 362.7
LUMO level in eV: -0.266

=====

Among the records above, which one has the highest molar mass? C22H36N4O3RbTe2

=====

What is the formula in the first record? C22H36N4O3RbTe2

=====

What is the formula in the second record? C4H10O2

=====

The highest ΔE to the lowest compared entry with this formula, charge and spin belongs to which entry? C3H3NOS2